1.
Here is an isolated ion of composition IN2 and charge +1 in a non-equilibrium geometry from OMol25. Energies are from ωB97M-V/def2-TZVPD.

Structure (XYZ):
```
3
Properties=species:S:1:pos:R:3
N 0.78560 0.11290 1.24119
N 0.30977 0.07373 0.26430
I -1.09537 -0.18662 -1.50550
```

SMILES = N#[N+]I
HOMO-LUMO gap = 7.8 eV
Net charge = +1
DFT total energy = -11070.848 eV
ΔE to the lowest compared entry with this formula, charge and spin = 0.00 kJ/mol
E_HOMO = -17.25 eV

2.
Here is an isolated ion of composition C4H8NO3 and charge -1 in a non-equilibrium geometry from OMol25. Energies are from ωB97M-V/def2-TZVPD.

Structure (XYZ):
```
16
Properties=species:S:1:pos:R:3
O 2.13739 -0.29386 2.03206
C 2.03449 0.41508 1.03366
N 0.94429 0.67055 0.30943
C -0.35984 0.04852 0.37769
C -1.42509 0.96997 -0.32993
O -1.26528 0.87922 -1.67525
C -0.31424 -1.26533 -0.49643
O -1.55363 -1.42432 -1.08214
H 2.90177 1.03066 0.80284
H 1.02368 1.27596 -0.49802
H -0.59722 -0.16472 1.42922
H -1.32218 2.00318 0.01629
H -2.39910 0.54857 0.04679
H 0.53420 -1.12044 -1.17629
H -0.11291 -2.09426 0.19053
H -1.57064 -0.47372 -1.56761
```

SMILES = O=CN[C@@H](C[O-])CO
HOMO-LUMO gap = 7.7 eV
Net charge = -1
DFT total energy = -11910.602 eV
ΔE to the lowest compared entry with this formula, charge and spin = 259.72 kJ/mol
E_HOMO = -3.87 eV

3.
Here is a 2-piece molecular cluster, C8H14NS overall in a non-equilibrium geometry from OMol25. Energies are from ωB97M-V/def2-TZVPD.

Structure (XYZ):
```
24
Properties=species:S:1:pos:R:3
C 2.56415 0.43104 1.25959
C 1.90532 1.19022 0.30833
C 2.71682 -0.88698 0.90046
C 1.53997 0.48863 -0.87500
C -1.38455 1.16649 0.55025
C -1.97972 -1.89823 0.41935
C 0.66494 1.22111 -1.65604
C -1.47637 0.29525 -0.63121
N -1.32559 -1.15200 -0.69996
S 1.92644 -1.20386 -0.63257
H 2.97983 0.73620 2.15520
H 1.76227 2.26400 0.58950
H 3.17529 -1.77282 1.24668
H -0.96252 0.70240 1.54527
H -0.82378 2.01885 0.39356
H -2.32458 1.56618 0.97474
H -1.98727 -2.87699 0.08775
H -1.54130 -1.68976 1.45656
H -2.86238 -1.34990 0.39247
H 0.40325 0.85072 -2.59905
H 0.47552 2.23238 -1.48627
H -1.59241 0.69820 -1.58987
H -0.22669 -1.39875 -0.59609
H -1.62663 -1.63238 -1.51364
```

HOMO-LUMO gap (alpha / beta) = 7.1 / 7.8 eV
Net charge = +1
DFT total energy = -20837.092 eV
ΔE to the lowest compared entry with this formula, charge and spin = 456.33 kJ/mol
E_HOMO (alpha / beta) = -11.01 / -11.94 eV

4.
Here is one molecule with the formula C4H2ClNOS in a non-equilibrium geometry from OMol25. Energies are from ωB97M-V/def2-TZVPD.

Structure (XYZ):
```
10
Properties=species:S:1:pos:R:3
S 2.44427 -0.85631 -0.30753
C 0.91287 -0.27503 0.13596
C 0.91513 1.09457 0.30980
N -0.15762 1.80423 -0.23065
O -1.32911 0.99888 -0.37059
C -1.28382 -0.36920 -0.13980
Cl -2.98272 -0.71563 -0.11819
C -0.27541 -1.20341 0.18517
H 1.80304 1.74012 0.43952
H -0.04664 -2.21821 0.09631
```

SMILES = S=c1cnoc(Cl)c1
HOMO-LUMO gap = 7.6 eV
Net charge = 0
DFT total energy = -31071.300 eV
ΔE to the lowest compared entry with this formula, charge and spin = 394.30 kJ/mol
E_HOMO = -9.05 eV

5.
Here is C33H39FN4P2Pt as an isolated structure in a non-equilibrium geometry from OMol25. Energies are from ωB97M-V/def2-TZVPD.

Structure (XYZ):
```
80
Properties=species:S:1:pos:R:3
Pt 0.13584 -1.06848 3.00427
C -0.59676 2.22486 3.52729
C -1.19686 1.22313 2.81669
C -1.32820 1.20295 1.30386
C -0.29203 0.38402 0.52247
C 1.00072 0.05582 1.26521
C 1.85980 1.07801 1.69238
C 1.48551 2.47545 1.82523
C 0.62489 2.93964 3.11628
C 1.82365 -1.84374 3.55313
H -0.96164 2.39491 4.54941
H -2.08001 0.73458 3.26924
H -1.35107 2.26243 0.97433
H -2.31655 0.74651 1.08464
H -0.78908 -0.58378 0.27542
H -0.05432 0.90246 -0.43504
H 1.55690 -0.77814 0.75816
H 2.81771 0.77926 2.11524
H 0.92717 2.79193 0.92934
H 2.45260 3.01615 1.96355
H 1.32584 2.99600 3.97547
H 0.30990 3.97489 2.89591
H 1.78570 -2.00059 4.64668
H 2.61658 -1.14818 3.25090
H 1.94902 -2.78975 3.02481
P 1.65400 -0.95038 -1.56109
P -2.09624 -0.09426 -1.66239
N 3.06955 0.07079 -1.92682
N 2.23576 -2.24720 -2.52898
N -2.09246 1.43119 -2.49239
N -3.62212 -0.68538 -2.46986
C 0.46445 -0.23653 -2.78866
C -0.92720 -0.90488 -2.82247
C 4.26150 0.12795 -1.19207
C 5.20274 0.86916 -1.90292
C 4.58498 1.26946 -3.13537
C 3.28239 0.76747 -3.12051
C 2.43026 -3.55251 -2.06303
C 2.96821 -4.30957 -3.09242
C 3.04553 -3.46081 -4.24728
C 2.62796 -2.19363 -3.87226
C -2.57077 2.58165 -1.85656
C -2.47298 3.64194 -2.73994
C -2.00051 3.11521 -3.98219
C -1.71233 1.78229 -3.78979
C -4.43698 -0.27465 -3.53020
C -5.28027 -1.32853 -3.90083
C -4.94596 -2.43671 -3.04403
C -3.94507 -2.01187 -2.20119
H 0.87070 -0.26954 -3.79815
H 0.40280 0.81540 -2.49574
H -1.33954 -0.84831 -3.84817
H -0.89207 -1.98113 -2.56050
H 4.33112 -0.34157 -0.22311
H 6.21832 1.09530 -1.60076
H 5.00486 1.84660 -3.94300
H 2.51257 0.83943 -3.85759
H 2.14144 -3.79889 -1.05075
H 3.29746 -5.33609 -3.02715
H 3.34793 -3.74726 -5.24341
H 2.59302 -1.27570 -4.42349
H -2.90730 2.52188 -0.82043
H -2.72688 4.65671 -2.52617
H -1.93906 3.63596 -4.92030
H -1.16292 1.09759 -4.41728
H -4.37236 0.72376 -3.95071
H -6.02213 -1.32666 -4.68158
H -5.38802 -3.42588 -3.05703
H -3.38100 -2.54750 -1.44343
F -1.94811 -0.20788 8.87326
C -1.46211 -0.35577 7.59929
C -0.30747 0.30463 7.21231
C 0.14786 0.14571 5.90109
C -0.52542 -0.67995 5.02711
C -1.68277 -1.32553 5.41190
C -2.19612 -1.16639 6.72458
H 0.20469 0.93943 7.91104
H 1.02701 0.67624 5.53451
H -2.16740 -1.97036 4.67100
H -3.10887 -1.63480 7.04103
```

HOMO-LUMO gap (alpha / beta) = 5.7 / 6.8 eV
Net charge = 0
Multiplicity = 3
DFT total energy = -65348.484 eV
ΔE to the lowest compared entry with this formula, charge and spin = 202.58 kJ/mol
E_HOMO (alpha / beta) = -5.97 / -8.33 eV

6.
Here is one molecule with the formula C4H11N3O in a non-equilibrium geometry from OMol25. Energies are from ωB97M-V/def2-TZVPD.

Structure (XYZ):
```
19
Properties=species:S:1:pos:R:3
C 1.03067 1.30335 1.50816
C 0.04525 0.33609 0.86129
N -1.12736 1.13986 0.32036
C 0.65429 -0.52501 -0.26566
N 1.51049 0.25292 -1.18655
C -0.52138 -1.15970 -1.11375
N -1.49123 -1.85038 -0.43363
O -0.41270 -1.30872 -2.33355
H 0.58065 1.79256 2.37880
H 1.35553 2.08490 0.81252
H 1.92535 0.76736 1.84348
H -0.35185 -0.32737 1.63763
H -1.10779 1.30845 -0.68245
H -2.02593 0.82334 0.67764
H 1.23634 -1.34814 0.16230
H 1.75707 -0.36271 -1.96687
H 0.95568 0.99163 -1.61721
H -2.09728 -2.41593 -1.01703
H -1.91579 -1.50251 0.41452
```

SMILES = C[C@@H](N)[C@H](N)C(N)=O
HOMO-LUMO gap = 10.1 eV
Net charge = 0
DFT total energy = -10844.447 eV
ΔE to the lowest compared entry with this formula, charge and spin = 73.73 kJ/mol
E_HOMO = -9.42 eV